Entry i
{
  "formula": "C10H16N2O3",
  "method": "ωB97M-V/def2-TZVPD",
  "spin_multiplicity": 1,
  "charge": 0,
  "smiles": "CC(=O)NC1=C(C)[C@H](C)C(O)(O)C(C)=N1",
  "orbital_gap_ev": [8.0, 8.0],
  "elements": ["C", "C", "O", "N", "C", "C", "C", "C", "C", "C", "O", "O", "C", "C", "N", "H", "H", "H", "H", "H", "H", "H", "H", "H", "H", "H", "H", "H", "H", "H", "H"],
  "xyz": [[-3.436, -1.549, -2.595], [-2.642, -0.773, -1.501], [-3.299, -0.150, -0.713], [-1.249, -0.937, -1.507], [-0.341, -0.522, -0.523], [-0.423, 0.784, 0.191], [-1.209, 1.996, -0.242], [0.651, 0.903, 1.232], [1.813, 1.554, 0.544], [1.136, -0.437, 1.857], [1.987, -0.154, 2.952], [-0.049, -1.155, 2.330], [1.554, -1.271, 0.714], [2.742, -2.129, 0.676], [0.721, -1.293, -0.269], [-3.853, -2.465, -2.189], [-2.816, -1.767, -3.427], [-4.151, -0.834, -2.969], [-0.936, -1.533, -2.187], [-2.325, 1.814, -0.338], [-0.773, 2.207, -1.221], [-1.169, 2.850, 0.404], [0.253, 1.531, 2.054], [2.107, 1.052, -0.419], [2.701, 1.701, 1.076], [1.434, 2.577, 0.160], [1.318, -0.281, 3.716], [-0.755, -0.541, 2.375], [2.476, -3.177, 0.601], [3.520, -1.974, 1.383], [3.262, -1.947, -0.293]],
  "mulliken_charge": [-1.143, 0.575, -0.573, -0.103, 0.327, 0.567, -1.804, 0.074, -1.568, 1.052, -0.587, -0.615, 0.136, -1.610, -0.571, 0.274, 0.376, 0.320, 0.254, 0.360, 0.345, 0.421, 0.460, 0.337, 0.442, 0.353, 0.424, 0.396, 0.324, 0.416, 0.340]
}

Entry ii
{
  "formula": "C10H16N2O3",
  "method": "ωB97M-V/def2-TZVPD",
  "spin_multiplicity": 1,
  "charge": 0,
  "smiles": "O=C(O)[C@@H]1CCCN1C(=O)[C@@H]1CCCN1",
  "orbital_gap_ev": 9.6,
  "elements": ["O", "C", "O", "C", "C", "C", "C", "N", "C", "O", "C", "C", "C", "C", "N", "H", "H", "H", "H", "H", "H", "H", "H", "H", "H", "H", "H", "H", "H", "H", "H"],
  "xyz": [[1.977, 1.698, -1.526], [1.851, 1.700, -0.293], [1.557, 2.765, 0.442], [1.774, 0.393, 0.570], [3.317, -0.231, 0.327], [2.882, -1.657, 0.176], [1.551, -1.597, -0.681], [0.857, -0.483, -0.155], [-0.436, -0.244, -0.534], [-0.965, -0.946, -1.406], [-1.261, 0.748, 0.211], [-2.106, -0.047, 1.231], [-3.172, -0.648, 0.330], [-3.492, 0.527, -0.493], [-2.240, 1.388, -0.657], [1.303, 3.511, -0.141], [1.535, 0.436, 1.582], [3.941, 0.174, -0.569], [3.845, 0.030, 1.251], [3.631, -2.392, -0.290], [2.617, -2.198, 1.055], [1.070, -2.524, -0.518], [1.555, -1.496, -1.836], [-0.447, 1.508, 0.801], [-2.338, 0.660, 1.906], [-1.505, -0.803, 1.721], [-4.148, -1.099, 0.803], [-2.921, -1.503, -0.286], [-3.730, 0.017, -1.395], [-4.441, 0.984, -0.020], [-2.063, 1.332, -1.608]],
  "mulliken_charge": [-0.582, 0.288, -0.445, -0.149, -0.680, -0.728, -0.680, 0.229, -0.284, -0.700, 1.149, -1.128, -0.545, -0.534, -0.649, 0.387, 0.496, 0.304, 0.381, 0.363, 0.333, 0.381, 0.297, 0.179, 0.445, 0.393, 0.356, 0.249, 0.267, 0.274, 0.334]
}

Entry iii
{
  "formula": "C10H16N2O3",
  "method": "ωB97M-V/def2-TZVPD",
  "spin_multiplicity": 1,
  "charge": 0,
  "smiles": "CC(C)Cc1cc(=O)n(C(=O)N(C)C)o1",
  "orbital_gap_ev": 9.3,
  "elements": ["C", "C", "C", "C", "C", "C", "C", "O", "N", "C", "O", "N", "C", "C", "O", "H", "H", "H", "H", "H", "H", "H", "H", "H", "H", "H", "H", "H", "H", "H", "H"],
  "xyz": [[0.810, 1.193, -3.971], [0.743, 0.358, -2.626], [1.994, 0.278, -1.766], [-0.448, 1.050, -1.931], [-1.011, 0.257, -0.827], [-1.776, -0.836, -0.990], [-1.936, -1.572, 0.258], [-2.707, -2.521, 0.216], [-1.054, -0.837, 1.088], [-0.817, -1.398, 2.329], [-1.380, -2.335, 2.788], [-0.020, -0.622, 3.199], [1.361, -0.234, 2.854], [-0.932, 0.202, 4.021], [-0.487, 0.287, 0.481], [1.559, 0.752, -4.589], [-0.214, 1.201, -4.480], [0.990, 2.281, -3.779], [0.523, -0.667, -2.830], [2.725, -0.259, -2.343], [1.686, -0.457, -1.077], [2.424, 1.139, -1.241], [-0.216, 2.030, -1.599], [-1.273, 1.216, -2.583], [-2.245, -1.169, -1.863], [1.522, 0.867, 2.945], [1.742, -0.372, 1.858], [2.001, -0.719, 3.532], [-0.450, 1.041, 4.725], [-1.247, -0.565, 4.799], [-1.867, 0.413, 3.403]],
  "mulliken_charge": [-1.445, 0.805, -1.368, -1.440, 0.093, -0.297, -0.037, -0.621, 0.435, 0.393, -0.525, 0.038, -0.883, -0.865, -0.260, 0.419, 0.343, 0.316, 0.335, 0.404, 0.369, 0.304, 0.531, 0.511, 0.570, 0.333, 0.272, 0.367, 0.287, 0.326, 0.292]
}

Most favorable structure: entry i. The second most favorable one is 0.0104 hartree above it.